(1)
Below is a structure of composition C35H40BN10OPb, with properties calculated with the ωB97M-V functional and the def2-TZVPD basis.

Kohn-Sham gap (alpha / beta): 5.61 / 4.66 eV
multiplicity: 2
<S²>: 1.799
LUMO energy (alpha / beta): -12.30 / -13.25 eV
charge: +4
maximum force: 0.009 hartree/bohr
HOMO level (alpha / beta): -17.913 / -17.913 eV

```
88
Properties=species:S:1:pos:R:3:mulliken_spin:R:1
Pb 0.09 -0.26 -0.09 0.00
C -0.96 3.15 0.78 0.00
C -1.65 2.09 1.57 0.00
C -2.54 2.25 2.64 0.00
C -2.84 0.97 3.04 0.00
N -2.18 0.10 2.26 0.01
N -1.44 0.79 1.35 0.00
B -2.01 -1.44 2.44 0.05
N -2.28 -2.21 1.11 0.00
C -2.99 -3.34 0.93 0.00
C -2.74 -3.83 -0.33 0.00
C -1.82 -2.94 -0.88 0.00
C -1.18 -2.99 -2.24 0.00
N -1.54 -1.97 -0.01 0.00
N -0.58 -1.73 2.91 0.00
C -0.05 -2.29 4.02 0.00
C 1.31 -2.38 3.86 0.00
C 1.57 -1.85 2.60 0.00
C 2.88 -1.76 1.89 0.00
N 0.43 -1.45 2.03 0.00
N -3.15 -1.89 3.42 -0.30
C -4.54 -1.70 3.16 -0.09
C -5.23 -2.23 4.19 -0.03
C -4.25 -2.74 5.07 -0.26
C -4.38 -3.44 6.34 0.00
N -2.97 -2.50 4.53 -0.30
H -1.55 4.07 0.76 0.00
H 0.01 3.39 1.22 0.00
H -0.78 2.84 -0.25 0.00
H -2.91 3.17 3.06 0.00
H -3.48 0.65 3.85 0.00
H -3.63 -3.74 1.70 0.00
H -3.15 -4.71 -0.78 0.00
H -1.19 -4.00 -2.62 0.00
H -1.72 -2.36 -2.95 0.00
H -0.14 -2.65 -2.20 0.00
H -0.67 -2.59 4.84 0.00
H 2.02 -2.78 4.56 0.00
H 3.70 -1.69 2.60 0.00
H 3.05 -2.66 1.29 0.00
H 2.92 -0.89 1.22 0.00
H -4.86 -1.21 2.25 0.00
H -6.30 -2.26 4.33 0.00
H -5.42 -3.59 6.63 0.00
H -3.85 -4.39 6.30 -0.04
H -3.86 -2.88 7.13 -0.05
N -1.87 0.66 -2.04 0.00
C -1.85 0.70 -3.47 0.17
C -3.00 1.12 -4.18 -0.03
C -3.00 1.18 -5.55 0.17
C -1.83 0.82 -6.28 0.26
C -0.67 0.41 -5.61 -0.01
C 0.49 0.03 -6.30 0.09
C 1.58 -0.43 -5.58 0.04
C 1.49 -0.45 -4.19 -0.03
N 0.40 -0.09 -3.50 0.13
C -0.66 0.33 -4.19 0.18
H -2.68 0.09 -1.77 0.01
H -2.09 1.60 -1.71 0.02
H -3.89 1.39 -3.63 0.00
H -3.88 1.50 -6.08 0.00
H -1.86 0.81 -7.36 0.00
H 0.53 0.11 -7.38 0.00
H 2.47 -0.77 -6.08 0.00
H 2.34 -0.78 -3.61 -0.01
C 8.17 3.70 3.57 0.02
C 6.98 3.28 2.80 0.16
C 5.74 3.09 3.36 0.02
C 4.64 2.75 2.58 0.12
C 3.31 2.63 3.23 -0.01
C 4.80 2.56 1.14 0.18
C 3.65 2.12 0.27 0.01
O 2.67 1.52 0.66 0.05
C 6.02 2.76 0.53 0.12
C 6.28 2.57 -0.94 0.01
C 7.11 3.09 1.37 0.27
H 7.92 4.02 4.58 0.00
H 8.72 4.48 3.05 0.01
H 8.86 2.85 3.63 0.02
H 5.61 3.23 4.43 0.00
H 3.38 2.81 4.30 0.00
H 2.89 1.64 3.06 0.02
H 2.60 3.34 2.79 0.02
H 3.75 2.39 -0.79 0.00
H 5.91 1.61 -1.30 0.00
H 7.34 2.61 -1.15 0.00
H 5.81 3.36 -1.52 0.00
H 8.10 3.19 0.93 -0.03
```


(2)
Below is a structure of composition C35H40HgN9O3S2, with properties calculated with the ωB97M-V functional and the def2-TZVPD basis.

Kohn-Sham gap (alpha / beta): 5.14 / 8.08 eV
multiplicity: 2
<S²>: 0.776
LUMO energy (alpha / beta): 0.52 / 0.48 eV
energy relative to the best compared isomer or geometry (same formula, charge and spin): 0.000 eV
maximum force: 0.002 hartree/bohr
HOMO level (alpha / beta): -4.618 / -7.602 eV

```
90
Properties=species:S:1:pos:R:3:mulliken_spin:R:1
Hg 0.51 -0.44 0.08 -0.04
C 3.67 -0.41 0.83 0.00
C 2.89 -0.55 2.14 0.00
N 1.61 -1.25 1.99 0.01
C 1.63 -2.70 1.96 0.00
C 2.21 -3.29 0.65 0.00
N 1.84 -2.59 -0.57 0.00
C 2.93 -2.21 -1.47 0.00
C 3.16 -0.68 -1.55 0.00
N 2.83 -0.01 -0.30 0.00
H 4.16 -1.34 0.58 0.00
H 4.47 0.32 1.00 0.00
H 2.65 0.44 2.51 0.00
H 3.53 -1.06 2.87 0.00
H 0.96 -0.88 2.68 0.00
H 0.60 -3.02 2.08 0.01
H 2.21 -3.12 2.79 0.00
H 1.91 -4.35 0.62 0.00
H 3.30 -3.30 0.73 0.00
H 1.08 -3.03 -1.08 0.00
H 2.70 -2.55 -2.48 0.00
H 3.85 -2.71 -1.16 0.00
H 2.51 -0.27 -2.32 0.00
H 4.20 -0.51 -1.85 0.00
H 2.79 1.01 -0.39 0.00
N 1.95 5.35 7.11 0.00
C 1.49 4.58 6.04 0.00
C 0.46 5.05 5.23 0.00
C -0.02 4.26 4.19 0.00
C 0.51 3.00 3.97 0.00
C 1.52 2.52 4.79 0.00
C 2.02 3.31 5.81 0.00
S -0.11 2.00 2.66 0.00
O -0.13 0.64 3.18 0.00
O -1.36 2.56 2.23 0.00
N 1.00 1.97 1.50 0.00
C 1.39 3.09 0.87 0.00
N 0.92 4.31 1.23 0.00
C 1.36 5.35 0.55 0.00
C 2.24 5.26 -0.51 0.00
C 2.67 3.98 -0.82 0.00
N 2.27 2.91 -0.16 0.00
H 1.79 6.34 7.02 0.00
H 2.88 5.14 7.43 0.00
H 0.04 6.03 5.41 0.00
H -0.81 4.62 3.55 0.00
H 1.91 1.53 4.63 0.00
H 2.80 2.93 6.46 0.00
H 0.97 6.32 0.87 0.00
H 2.58 6.13 -1.06 0.00
H 3.37 3.81 -1.63 0.00
C -2.33 2.52 -1.44 0.09
C -1.24 1.83 -0.99 0.04
N -1.27 0.53 -0.63 0.19
C -2.46 -0.16 -0.71 0.19
C -3.63 0.51 -1.16 -0.03
C -3.56 1.84 -1.52 0.20
C -4.86 -0.23 -1.25 0.00
C -4.92 -1.54 -0.94 -0.05
C -3.74 -2.25 -0.51 0.03
C -3.76 -3.60 -0.23 0.04
C -2.59 -4.25 0.16 0.18
C -1.44 -3.48 0.27 -0.10
N -1.37 -2.18 0.03 0.14
C -2.51 -1.53 -0.39 0.03
H -2.23 3.57 -1.69 0.01
H -0.28 2.32 -0.89 0.00
H -4.46 2.35 -1.86 0.02
H -5.75 0.30 -1.57 0.00
H -5.85 -2.09 -1.02 0.00
H -4.70 -4.14 -0.32 0.00
H -2.56 -5.30 0.38 0.02
H -0.51 -3.96 0.58 0.02
C -1.53 -0.07 -4.02 -0.01
S -0.24 -1.29 -4.22 0.00
O 0.38 -1.48 -2.87 0.00
C -1.32 -2.69 -4.49 0.00
C -1.63 -3.06 -5.79 0.00
C -2.49 -4.14 -6.00 0.00
C -3.01 -4.83 -4.92 0.00
C -2.68 -4.45 -3.62 0.01
C -1.83 -3.38 -3.40 0.00
H -2.22 -0.40 -3.24 0.00
H -2.05 0.04 -4.97 0.00
H -1.06 0.87 -3.73 0.00
H -1.20 -2.53 -6.63 0.00
H -2.74 -4.44 -7.01 0.00
H -3.67 -5.67 -5.08 0.00
H -3.08 -4.99 -2.77 -0.01
H -1.55 -3.07 -2.40 0.00
```


(3)
Below is a structure of composition C35H40N4P2Re in a non-equilibrium geometry, with properties calculated with the ωB97M-V functional and the def2-TZVPD basis.

Kohn-Sham gap (alpha / beta): 5.84 / 3.10 eV
multiplicity: 4
<S²>: 3.802
LUMO energy (alpha / beta): -6.41 / -9.47 eV
charge: +2
energy relative to the best compared isomer or geometry (same formula, charge and spin): 2.739 eV
maximum force: 0.077 hartree/bohr
HOMO level (alpha / beta): -12.250 / -12.571 eV

```
82
Properties=species:S:1:pos:R:3:mulliken_spin:R:1
Re -0.17 -1.61 -0.15 0.69
C -1.65 2.55 3.69 0.01
C -2.30 2.13 2.60 0.00
C -2.22 2.58 1.18 0.00
C -1.25 3.75 0.90 0.00
C 0.20 3.36 0.83 -0.01
C 1.00 2.91 1.81 0.01
C 0.82 2.92 3.31 0.00
C -0.51 3.49 3.82 -0.01
C 0.47 -3.51 0.34 -0.02
H -1.99 2.13 4.65 0.00
H -3.08 1.36 2.74 0.00
H -3.24 2.89 0.87 0.00
H -1.97 1.70 0.54 0.01
H -1.52 4.15 -0.09 0.00
H -1.45 4.55 1.63 0.00
H 0.59 3.32 -0.20 0.00
H 1.98 2.51 1.50 0.00
H 1.66 3.49 3.74 0.00
H 0.93 1.89 3.71 0.00
H -0.37 3.67 4.90 0.00
H -0.70 4.47 3.36 0.00
H -0.11 -3.52 1.28 -0.01
H 1.53 -3.67 0.59 0.01
H 0.14 -4.29 -0.36 0.02
P 1.62 -1.35 -1.37 -0.03
P -1.83 -0.63 -1.24 0.04
N 2.86 -0.17 -1.27 0.01
N 2.67 -2.55 -2.35 -0.05
N -2.00 0.81 -2.43 0.03
N -3.43 -1.31 -1.75 -0.01
C 0.54 -0.94 -2.81 -0.01
C -0.75 -1.66 -2.46 0.04
C 4.02 -0.39 -0.49 0.00
C 5.03 0.42 -0.98 0.01
C 4.49 1.20 -2.07 0.00
C 3.16 0.81 -2.23 0.01
C 2.89 -3.88 -2.04 0.33
C 3.35 -4.55 -3.17 0.18
C 3.39 -3.60 -4.24 0.08
C 3.03 -2.38 -3.70 0.36
C -2.51 2.05 -2.07 0.16
C -2.34 2.94 -3.14 -0.03
C -1.77 2.19 -4.21 0.09
C -1.64 0.88 -3.77 0.11
C -4.49 -0.51 -2.21 0.24
C -5.18 -1.19 -3.20 0.08
C -4.58 -2.49 -3.33 0.04
C -3.53 -2.54 -2.42 0.28
H 0.94 -1.30 -3.76 0.01
H 0.45 0.16 -2.84 0.00
H -1.37 -1.97 -3.31 -0.02
H -0.59 -2.62 -1.83 0.03
H 3.96 -1.06 0.36 0.00
H 6.05 0.45 -0.62 0.00
H 5.02 1.91 -2.68 0.00
H 2.39 1.19 -2.88 0.00
H 2.68 -4.23 -1.04 0.05
H 3.62 -5.60 -3.22 0.00
H 3.63 -3.80 -5.28 0.00
H 2.96 -1.40 -4.17 0.03
H -2.99 2.21 -1.12 0.03
H -2.57 4.00 -3.10 0.00
H -1.44 2.57 -5.17 0.00
H -1.29 0.02 -4.30 -0.01
H -4.66 0.48 -1.80 0.00
H -5.99 -0.78 -3.79 0.00
H -4.88 -3.28 -4.00 0.00
H -2.82 -3.34 -2.24 0.02
C 0.11 -0.79 1.57 -0.12
C 0.24 -0.60 2.82 0.20
C 0.40 -0.68 4.20 0.01
C -0.71 -0.49 5.08 0.05
C -0.51 -0.38 6.45 -0.02
C 0.79 -0.42 6.98 0.05
C 1.87 -0.73 6.15 -0.02
C 1.69 -0.91 4.78 0.05
H -1.71 -0.44 4.63 0.00
H -1.37 -0.28 7.11 0.00
H 0.94 -0.26 8.05 0.00
H 2.87 -0.84 6.57 0.00
H 2.51 -1.21 4.13 0.00
```


Number 1: E_tot -2196.893221 Eh. Number 2: E_tot -3026.031362 Eh. Number 3: E_tot -2336.733660 Eh.